Entry from OMol25: a molecular structure, C6H18NaO8PS in a non-equilibrium geometry (ωB97M-V with the def2-TZVPD basis set).

Structure (XYZ):
```
35
Properties=species:S:1:pos:R:3
Na -32.250 15.567 1.447
O -33.317 15.885 3.348
H -33.007 15.823 4.246
O -30.235 14.446 0.455
S -29.399 14.567 -0.706
O -28.267 15.442 -0.810
O -28.718 13.143 -1.079
C -29.541 11.976 -0.928
C -28.773 10.780 -1.456
C -30.473 14.845 -2.144
H -30.540 12.094 -1.353
H -29.734 11.839 0.141
H -29.395 9.951 -1.778
H -27.968 10.497 -0.788
H -28.339 11.167 -2.389
H -31.354 15.392 -1.819
H -30.687 13.892 -2.608
H -29.850 15.550 -2.692
C -31.179 20.200 -1.383
O -32.380 19.460 -1.617
P -33.083 18.787 -0.364
O -32.355 17.717 0.333
O -34.422 18.259 -0.989
C -35.428 17.707 -0.154
O -33.455 19.994 0.620
C -34.178 21.121 0.139
H -31.231 21.067 -2.036
H -30.268 19.623 -1.508
H -31.143 20.593 -0.362
H -35.144 17.690 0.903
H -35.645 16.680 -0.442
H -36.353 18.283 -0.195
H -35.088 21.294 0.706
H -34.368 21.038 -0.932
H -33.560 22.013 0.272
```

Output
- Net charge: 0
- ΔE to the lowest compared entry with this formula, charge and spin: 0.097 eV
- E_tot: -47436.09398 eV
- Strongest force on any atom: 0.038 hartree/bohr
- E_HOMO: -6.51 eV